# 1
Molecular formula: C14H11N3
Method: DFT, ωB97M-V/def2-TZVPD

- Gap between HOMO and LUMO: 7.75 eV
- Spin multiplicity: 1
- Total charge: 0
- E: -703.99283 hartree
- HOMO level: -8.00 eV

Element x y z (Å)
C (1.094, 2.598, 1.784)
N (1.443, 1.660, 0.686)
C (2.561, 1.857, -0.214)
C (2.676, 0.922, -0.967)
C (1.519, 0.157, -0.656)
C (0.978, 0.617, 0.490)
C (-0.162, -0.021, 1.320)
C (-1.235, 0.993, 1.346)
N (-2.050, 1.712, 1.659)
C (-0.914, -1.082, 0.219)
C (-0.783, -2.438, 0.489)
C (-1.488, -3.220, -0.362)
C (-2.281, -2.809, -1.449)
C (-1.939, -1.665, -1.895)
C (-1.435, -0.587, -1.110)
C (-1.213, 0.677, -1.309)
N (-1.335, 1.770, -1.669)
H (-2.385, -1.266, -2.709)
H (-2.590, -3.720, -2.259)
H (-1.558, -4.411, 0.120)
H (-0.572, -2.636, 1.481)
H (0.339, -0.551, 2.117)
H (1.642, -0.983, -1.150)
H (3.629, 0.756, -1.598)
H (3.213, 2.966, -0.297)
H (0.151, 3.144, 1.373)
H (0.739, 2.214, 2.774)
H (1.955, 3.345, 1.789)

natural (NBO) population analysis, charges in e, atoms 1 to 8: number 1, C, carries -0.45; number 2, N, carries -0.33; number 3, C, carries -0.07; number 4, C, carries -0.29; number 5, C, carries -0.35; number 6, C, carries 0.19; number 7, C, carries -0.37; number 8, C, carries 0.27


# 2
Molecular formula: C5H11NO
Method: DFT, ωB97M-V/def2-TZVPD

- Gap between HOMO and LUMO: 10.06 eV
- SMILES string: C=CCCNCO
- Spin multiplicity: 1
- Total charge: 0
- E: -327.01305 hartree
- HOMO level: -9.09 eV

Element x y z (Å)
C (2.573, -1.209, -0.843)
C (1.370, -1.764, -0.484)
C (0.667, -1.389, 0.778)
C (0.234, 0.064, 0.751)
N (-0.877, 0.197, -0.213)
C (-1.903, 1.115, 0.243)
O (-1.644, 2.387, -0.349)
H (2.860, -1.462, -1.890)
H (3.246, -0.617, -0.279)
H (0.758, -2.406, -1.180)
H (1.407, -1.433, 1.459)
H (-0.025, -2.250, 0.979)
H (1.076, 0.773, 0.568)
H (-0.128, 0.272, 1.817)
H (-0.565, 0.513, -1.189)
H (-2.874, 0.712, -0.147)
H (-1.871, 1.474, 1.363)
H (-2.234, 3.037, 0.109)

natural (NBO) population analysis, charges in e, atoms 1 to 8: number 1, C, carries -0.43; number 2, C, carries -0.15; number 3, C, carries -0.47; number 4, C, carries -0.20; number 5, N, carries -0.67; number 6, C, carries 0.10; number 7, O, carries -0.75; number 8, H, carries 0.20


# 3
Molecular formula: C2H2INOS2
Method: DFT, ωB97M-V/def2-TZVPD

- Gap between HOMO and LUMO: 7.33 eV
- Spin multiplicity: 1
- Total charge: 0
- E: -1301.37596 hartree
- HOMO level: -9.00 eV

Element x y z (Å)
C (0.839, -0.396, 0.354)
C (0.098, 1.613, -0.735)
N (0.829, 0.770, 0.012)
O (-1.906, -0.631, -0.002)
S (0.476, 1.866, -2.277)
S (-0.603, -1.548, -0.022)
I (-0.418, -2.951, 1.941)
H (1.522, -0.680, 1.066)
H (-0.837, 1.957, -0.337)

natural (NBO) population analysis, charges in e, atoms 1 to 8: number 1, C, carries 0.00; number 2, C, carries -0.13; number 3, N, carries -0.35; number 4, O, carries -0.86; number 5, S, carries 0.00; number 6, S, carries 0.91; number 7, I, carries 0.00; number 8, H, carries 0.20


# 4
Molecular formula: C14H26N6O2
Method: DFT, ωB97M-V/def2-TZVPD

- Gap between HOMO and LUMO: 8.65 eV
- Spin multiplicity: 1
- Total charge: 0
- E: -1027.38706 hartree
- HOMO level: -8.31 eV

Element x y z (Å)
C (26.972, 10.077, 4.211)
O (27.462, 9.706, 5.294)
N (26.141, 11.172, 4.150)
C (25.625, 11.523, 2.792)
C (25.581, 11.839, 5.369)
H (27.118, 9.591, 3.234)
H (24.599, 11.156, 2.772)
H (26.238, 11.069, 2.013)
H (25.508, 12.603, 2.707)
H (25.878, 12.886, 5.415)
H (24.502, 11.684, 5.343)
H (25.992, 11.361, 6.259)
C (28.562, 8.805, 2.777)
O (28.721, 10.020, 2.482)
N (27.693, 7.932, 2.149)
C (27.195, 6.674, 2.835)
C (27.210, 8.164, 0.801)
H (29.103, 8.353, 3.623)
H (27.778, 6.450, 3.728)
H (27.386, 5.841, 2.160)
H (26.117, 6.598, 2.983)
H (27.747, 7.427, 0.204)
H (26.164, 7.870, 0.887)
H (27.471, 9.120, 0.347)
C (29.243, 9.477, 4.984)
C (30.695, 9.756, 4.812)
N (31.770, 9.986, 4.613)
H (28.755, 10.445, 5.097)
H (28.980, 8.761, 5.762)
H (28.936, 9.178, 3.982)
C (31.940, 7.562, 4.055)
C (30.456, 7.391, 3.891)
N (29.313, 7.186, 3.720)
H (32.449, 8.077, 3.240)
H (32.614, 6.707, 4.112)
H (32.015, 8.175, 4.953)
C (26.944, 10.692, 0.415)
C (27.579, 10.009, -0.727)
N (27.966, 9.478, -1.660)
H (27.564, 10.755, 1.309)
H (25.937, 10.303, 0.570)
H (26.771, 11.741, 0.174)
C (24.458, 8.504, 2.038)
C (23.557, 9.456, 2.813)
N (22.844, 10.187, 3.409)
H (25.473, 8.609, 2.421)
H (24.424, 8.730, 0.972)
H (24.113, 7.487, 2.223)

natural (NBO) population analysis, charges in e, atoms 1 to 8: number 1, C, carries 0.50; number 2, O, carries -0.65; number 3, N, carries -0.42; number 4, C, carries -0.44; number 5, C, carries -0.42; number 6, H, carries 0.16; number 7, H, carries 0.22; number 8, H, carries 0.21


# 5
Molecular formula: F3H6HfO3
Method: DFT, ωB97M-V/def2-TZVPD

- Gap between HOMO and LUMO (spin up / spin down): 4.63 / 3.88 eV
- Spin multiplicity: 2
- Total charge: +2
- E: -575.87309 hartree
- HOMO level (spin up / spin down): -18.04 / -17.96 eV

Element x y z (Å)
Hf (1.414, 1.452, -2.054)
F (-0.838, 0.718, -2.851)
F (1.569, -0.933, -2.265)
F (0.278, 0.599, -0.100)
O (2.033, -1.397, 0.769)
H (2.622, -0.643, 0.730)
H (1.171, -1.038, 0.560)
O (-0.968, 0.607, 2.297)
H (-0.308, 0.620, 1.603)
H (-1.148, 1.530, 2.475)
O (-2.199, -0.509, -0.682)
H (-1.582, 0.186, -0.453)
H (-2.045, -1.192, -0.029)

natural (NBO) population analysis, charges in e, atoms 1 to 8: number 1, Hf, carries 2.89; number 2, F, carries -0.59; number 3, F, carries -0.54; number 4, F, carries -0.75; number 5, O, carries -0.87; number 6, H, carries 0.44; number 7, H, carries 0.45; number 8, O, carries -0.67


# 6
Molecular formula: C2HNdO3
Method: DFT, ωB97M-V/def2-TZVPD

- Gap between HOMO and LUMO (spin up / spin down): 6.70 / 6.48 eV
- Spin multiplicity: 4
- Total charge: +2
- E: -863.11008 hartree
- HOMO level (spin up / spin down): -18.00 / -17.82 eV

Element x y z (Å)
C (-1.068, -0.172, 0.957)
O (-2.196, -0.389, 0.664)
C (0.727, 0.612, -0.433)
O (-0.228, 0.872, 0.470)
O (1.551, -0.317, -0.375)
Nd (1.508, 0.097, -2.919)
H (-0.294, -0.703, 1.636)

Okay, here come the Löwdin numbers, in e, for every atom: number 1, C, carries -0.21; number 2, O, carries 0.22; number 3, C, carries -0.38; number 4, O, carries 0.04; number 5, O, carries -0.10; number 6, Nd, carries 2.22; number 7, H, carries 0.20